Entry 1:
{
  "formula": "CHNO4S",
  "method": "the ωB97M-V functional and the def2-TZVPD basis",
  "homo_lumo_gap_ha": [0.30926, 0.30929],
  "de_lowest_kcal_mol": 49.7,
  "largest_force_ha_per_bohr": 0.0874,
  "spin_multiplicity": 1,
  "smiles": "O=COS(=O)#[N+][O-]",
  "total_charge": 0,
  "e_tot_ha": -792.4802,
  "elements": ["O", "C", "O", "S", "O", "N", "O", "H"],
  "coordinates": [[1.077, -2.147, -0.395], [1.387, -0.986, -0.187], [0.529, 0.012, -0.020], [-1.120, -0.194, 0.377], [-1.347, 0.438, 1.611], [-1.392, 1.140, -0.907], [-1.416, 2.216, -0.349], [2.282, -0.480, -0.129]],
  "nbo_charge": [-0.54, 0.65, -0.71, 1.51, -0.87, 0.02, -0.19, 0.14]
}

---

Entry 2:
{
  "formula": "CHNOS",
  "method": "the ωB97M-V functional and the def2-TZVPD basis",
  "homo_lumo_gap_ha": 0.36478,
  "de_lowest_kcal_mol": 33.2,
  "largest_force_ha_per_bohr": 0.0526,
  "spin_multiplicity": 1,
  "total_charge": 0,
  "e_tot_ha": -566.7776,
  "elements": ["C", "N", "O", "S", "H"],
  "coordinates": [[-0.309, 0.076, -1.040], [-0.533, 0.102, -2.159], [0.416, 1.145, 1.211], [-0.276, -0.060, 0.810], [0.702, -1.263, 1.177]],
  "nbo_charge": [-0.02, -0.26, -0.91, 1.12, 0.06]
}

---

Entry 3:
{
  "formula": "CHNOS2",
  "method": "the ωB97M-V functional and the def2-TZVPD basis",
  "homo_lumo_gap_ha": 0.32747,
  "de_lowest_kcal_mol": 3.6,
  "largest_force_ha_per_bohr": 0.0362,
  "spin_multiplicity": 1,
  "total_charge": 0,
  "e_tot_ha": -965.0273,
  "elements": ["C", "N", "O", "S", "S", "H"],
  "coordinates": [[0.225, -0.535, 1.415], [0.292, -0.573, 0.202], [0.368, -0.532, 2.560], [-0.725, 0.164, -1.058], [-0.176, 2.027, -1.058], [0.016, -0.551, -2.062]],
  "nbo_charge": [0.87, -0.78, -0.47, 0.65, -0.39, 0.12]
}

---

Entry 4:
{
  "formula": "CHNP2S2",
  "method": "the ωB97M-V functional and the def2-TZVPD basis",
  "homo_lumo_gap_ha": [0.24456, 0.24454],
  "de_lowest_kcal_mol": 31.0,
  "largest_force_ha_per_bohr": 0.0477,
  "spin_multiplicity": 1,
  "smiles": "[H]/N=P\\C1=P(=S)S1",
  "total_charge": 0,
  "e_tot_ha": -1572.4679,
  "elements": ["H", "N", "P", "C", "P", "S", "S"],
  "coordinates": [[1.123, -1.094, 0.310], [1.202, -0.263, 0.909], [1.531, 0.989, 0.057], [1.661, 0.458, -1.695], [0.463, -0.117, -2.973], [-0.713, -1.282, -1.945], [2.641, -0.732, -2.358]],
  "nbo_charge": [0.38, -1.01, 1.07, -0.81, 0.66, -0.51, 0.22]
}

---

Entry 5:
{
  "formula": "CHNS",
  "method": "the ωB97M-V functional and the def2-TZVPD basis",
  "homo_lumo_gap_ha": 0.32424,
  "de_lowest_kcal_mol": 19.0,
  "largest_force_ha_per_bohr": 0.1755,
  "spin_multiplicity": 1,
  "smiles": "C#[N+][S-]",
  "total_charge": 0,
  "e_tot_ha": -491.5308,
  "elements": ["C", "N", "S", "H"],
  "coordinates": [[0.846, 0.073, 0.129], [-0.344, 0.035, -0.010], [-2.311, 0.100, -0.142], [1.808, -0.209, 0.022]],
  "nbo_charge": [0.20, -0.29, -0.14, 0.24]
}

---

Entry 6:
{
  "formula": "CHNS4",
  "method": "the ωB97M-V functional and the def2-TZVPD basis",
  "homo_lumo_gap_ha": [0.20911, 0.23905],
  "de_lowest_kcal_mol": 0.0,
  "largest_force_ha_per_bohr": 0.0843,
  "spin_multiplicity": 3,
  "total_charge": 0,
  "s2": 2.023,
  "e_tot_ha": -1686.0666,
  "elements": ["C", "N", "S", "S", "S", "S", "H"],
  "coordinates": [[1.948, 0.926, 0.521], [0.800, 0.632, 0.246], [3.343, 1.238, 1.094], [-1.968, 0.269, -0.714], [-0.020, 0.715, -1.167], [-2.064, -1.699, -0.656], [-2.039, -2.082, 0.675]],
  "mulliken_spin": [0.42, 0.37, 0.68, 0.00, 0.50, 0.03, 0.00]
}

---

Entry 7:
{
  "formula": "CHO2Pb",
  "method": "the ωB97M-V functional and the def2-TZVPD basis",
  "homo_lumo_gap_ha": [0.23207, 0.31960],
  "de_lowest_kcal_mol": 72.2,
  "largest_force_ha_per_bohr": 0.1045,
  "spin_multiplicity": 2,
  "total_charge": 0,
  "s2": 0.754,
  "e_tot_ha": -381.8869,
  "elements": ["H", "O", "C", "O", "Pb"],
  "coordinates": [[-1.114, -0.962, -0.344], [0.273, -0.897, 0.105], [-0.642, 0.011, 0.344], [-0.324, 1.160, -0.053], [1.806, 0.689, -0.052]],
  "mulliken_spin": [0.02, -0.01, 0.07, -0.01, 0.93]
}

---

Entry 8:
{
  "formula": "CHO3S3",
  "method": "the ωB97M-V functional and the def2-TZVPD basis",
  "homo_lumo_gap_ha": 0.26651,
  "de_lowest_kcal_mol": 22.3,
  "largest_force_ha_per_bohr": 0.0479,
  "spin_multiplicity": 1,
  "total_charge": -1,
  "e_tot_ha": -1459.0215,
  "elements": ["C", "O", "O", "O", "S", "S", "S", "H"],
  "coordinates": [[1.238, 0.691, -0.265], [-3.852, 1.135, 0.831], [-1.468, 0.877, -0.444], [-3.999, -0.278, -1.231], [2.745, 1.224, 0.148], [-0.148, 1.677, -0.209], [-3.397, -0.017, 0.069], [1.030, -0.445, -0.259]],
  "nbo_charge": [-0.60, -0.91, -1.07, -0.91, -0.25, 0.81, 1.72, 0.20]
}

---

Entry 9:
{
  "formula": "CHO3Sr",
  "method": "the ωB97M-V functional and the def2-TZVPD basis",
  "homo_lumo_gap_ha": [0.19513, 0.35715],
  "largest_force_ha_per_bohr": 0.1177,
  "spin_multiplicity": 2,
  "total_charge": 0,
  "s2": 0.750,
  "e_tot_ha": -295.1176,
  "elements": ["H", "O", "O", "O", "C", "Sr"],
  "coordinates": [[-0.606, -1.447, 0.186], [0.258, 1.323, 0.107], [-1.702, 0.174, 0.086], [0.183, -0.822, -0.124], [-0.518, 0.373, -0.210], [2.385, 0.398, -0.045]],
  "mulliken_spin": [0.01, -0.04, 0.00, -0.05, 0.04, 1.04]
}

---

Entry 10:
{
  "formula": "CHO3Tl",
  "method": "the ωB97M-V functional and the def2-TZVPD basis",
  "homo_lumo_gap_ha": 0.16918,
  "de_lowest_kcal_mol": 53.2,
  "largest_force_ha_per_bohr": 0.1216,
  "spin_multiplicity": 1,
  "total_charge": 2,
  "e_tot_ha": -435.9057,
  "elements": ["Tl", "O", "C", "O", "O", "H"],
  "coordinates": [[-0.870, 2.007, -1.564], [0.099, -1.158, 0.956], [0.436, -0.157, 0.156], [-0.403, 0.308, -0.620], [1.584, 0.303, 0.210], [-0.846, -1.301, 0.862]],
  "lowdin_charge": [1.78, 0.33, -0.62, -0.09, 0.42, 0.18]
}

---

Entry 11:
{
  "formula": "CHO5P",
  "method": "the ωB97M-V functional and the def2-TZVPD basis",
  "homo_lumo_gap_ha": 0.25521,
  "de_lowest_kcal_mol": 10.7,
  "largest_force_ha_per_bohr": 0.0663,
  "spin_multiplicity": 1,
  "smiles": "O=COP(=O)([O-])[O-]",
  "total_charge": -2,
  "e_tot_ha": -756.3657,
  "elements": ["O", "C", "O", "P", "O", "O", "O", "H"],
  "coordinates": [[-2.401, 0.941, -0.307], [-1.346, 0.385, 0.029], [-0.254, 1.107, 0.217], [1.222, -0.325, -0.063], [0.916, -0.668, -1.467], [0.927, -1.299, 1.037], [2.451, 0.503, 0.087], [-1.516, -0.646, 0.468]],
  "nbo_charge": [-0.76, 0.63, -0.77, 2.49, -1.23, -1.23, -1.24, 0.10]
}

---

Entry 12:
{
  "formula": "CHO5S",
  "method": "the ωB97M-V functional and the def2-TZVPD basis",
  "homo_lumo_gap_ha": 0.30550,
  "de_lowest_kcal_mol": 18.0,
  "largest_force_ha_per_bohr": 0.0451,
  "spin_multiplicity": 1,
  "total_charge": -1,
  "e_tot_ha": -813.1780,
  "elements": ["C", "O", "O", "O", "O", "O", "S", "H"],
  "coordinates": [[-1.403, -0.795, -0.128], [-2.171, 0.088, -0.045], [-1.030, -1.890, 0.064], [2.235, 1.225, -0.638], [0.902, 0.353, 1.339], [0.093, 0.229, -1.242], [1.336, 0.101, -0.389], [0.038, 0.687, 1.039]],
  "nbo_charge": [1.04, -0.59, -0.57, -1.01, -0.94, -1.01, 1.64, 0.44]
}

---

Entry 13:
{
  "formula": "CHOPS",
  "method": "the ωB97M-V functional and the def2-TZVPD basis",
  "homo_lumo_gap_ha": [0.24640, 0.22226],
  "de_lowest_kcal_mol": 41.6,
  "largest_force_ha_per_bohr": 0.0606,
  "spin_multiplicity": 1,
  "total_charge": 0,
  "e_tot_ha": -853.3796,
  "elements": ["C", "O", "P", "S", "H"],
  "coordinates": [[1.005, -0.413, 0.030], [2.134, -0.747, -0.178], [-1.855, -0.648, -0.155], [-1.830, 1.261, -0.129], [0.546, 0.548, 0.432]],
  "nbo_charge": [0.35, -0.47, 0.32, -0.34, 0.14]
}

---

Entry 14:
{
  "formula": "CHPS3",
  "method": "the ωB97M-V functional and the def2-TZVPD basis",
  "homo_lumo_gap_ha": 0.23644,
  "de_lowest_kcal_mol": 19.4,
  "largest_force_ha_per_bohr": 0.0596,
  "spin_multiplicity": 1,
  "smiles": "S=PC(=S)S",
  "total_charge": 0,
  "e_tot_ha": -1574.5643,
  "elements": ["S", "P", "C", "S", "S", "H"],
  "coordinates": [[-0.883, 2.512, 1.055], [-0.595, 0.719, 1.745], [0.382, -0.172, 0.036], [1.946, -0.290, -0.146], [-0.838, -1.148, -0.825], [-0.013, -1.621, -1.867]],
  "nbo_charge": [-0.30, 0.62, -0.62, 0.10, 0.05, 0.15]
}

---

Entry 15:
{
  "formula": "CIN3S",
  "method": "the ωB97M-V functional and the def2-TZVPD basis",
  "homo_lumo_gap_ha": 0.36239,
  "de_lowest_kcal_mol": 1.2,
  "largest_force_ha_per_bohr": 0.0895,
  "spin_multiplicity": 1,
  "smiles": "N#[N+][S-].N#CI",
  "total_charge": 0,
  "e_tot_ha": -898.1962,
  "elements": ["N", "N", "S", "N", "C", "I"],
  "coordinates": [[-2.019, 0.315, -0.988], [-2.078, 0.585, 0.107], [-2.024, 1.156, 1.511], [1.737, -2.016, -0.607], [1.979, -0.952, -0.306], [2.404, 0.913, 0.284]],
  "nbo_charge": [0.03, -0.15, 0.12, -0.31, 0.00, 0.31]
}

---

Entry 16:
{
  "formula": "CN2O2",
  "method": "the ωB97M-V functional and the def2-TZVPD basis",
  "homo_lumo_gap_ha": 0.36689,
  "de_lowest_kcal_mol": 178.9,
  "largest_force_ha_per_bohr": 0.0674,
  "spin_multiplicity": 1,
  "total_charge": 0,
  "e_tot_ha": -297.8909,
  "elements": ["C", "N", "N", "O", "O"],
  "coordinates": [[0.740, -0.433, -0.003], [-0.260, 1.185, 0.000], [-0.696, 0.083, 0.001], [-1.659, -0.601, 0.001], [1.874, -0.234, 0.002]],
  "nbo_charge": [0.59, -0.14, 0.29, -0.34, -0.39]
}

---

Entry 17:
{
  "formula": "CN2O2S2",
  "method": "the ωB97M-V functional and the def2-TZVPD basis",
  "homo_lumo_gap_ha": [0.27711, 0.27803],
  "de_lowest_kcal_mol": 34.2,
  "largest_force_ha_per_bohr": 0.0928,
  "spin_multiplicity": 1,
  "total_charge": 0,
  "e_tot_ha": -1094.3044,
  "elements": ["C", "N", "N", "O", "O", "S", "S"],
  "coordinates": [[-2.037, 0.295, -0.189], [-2.819, 1.069, -0.580], [1.668, 0.149, 0.070], [1.172, 0.998, 0.661], [2.704, -0.176, -0.394], [-0.983, -0.623, 0.770], [0.296, -1.713, -0.339]],
  "nbo_charge": [0.00, -0.26, 0.57, -0.23, -0.28, 0.25, -0.06]
}

---

Entry 18:
{
  "formula": "CN2O2S2",
  "method": "the ωB97M-V functional and the def2-TZVPD basis",
  "homo_lumo_gap_ha": 0.34530,
  "de_lowest_kcal_mol": 13.9,
  "largest_force_ha_per_bohr": 0.0710,
  "spin_multiplicity": 1,
  "smiles": "N#CSS[N+](=O)[O-]",
  "total_charge": 0,
  "e_tot_ha": -1094.3369,
  "elements": ["N", "C", "S", "S", "N", "O", "O"],
  "coordinates": [[0.426, 2.578, 0.269], [0.505, 1.679, -0.463], [0.517, 0.465, -1.642], [1.156, -1.132, -0.634], [-0.478, -1.458, 0.462], [-1.302, -0.656, 0.089], [-0.442, -2.372, 1.204]],
  "nbo_charge": [-0.25, 0.00, 0.27, 0.11, 0.50, -0.33, -0.29]
}

---

Entry 19:
{
  "formula": "CN2O3",
  "method": "the ωB97M-V functional and the def2-TZVPD basis",
  "homo_lumo_gap_ha": [0.33886, 0.33888],
  "de_lowest_kcal_mol": 133.5,
  "largest_force_ha_per_bohr": 0.0983,
  "spin_multiplicity": 1,
  "smiles": "O=C=N[N+](=O)[O-]",
  "total_charge": 0,
  "e_tot_ha": -373.1098,
  "elements": ["O", "C", "N", "N", "O", "O"],
  "coordinates": [[0.377, 1.630, 0.058], [0.124, 0.941, 0.954], [-0.128, -0.257, 1.060], [-0.129, -0.767, -0.454], [-0.402, -1.825, -0.886], [0.182, 0.046, -1.285]],
  "nbo_charge": [-0.30, 0.75, -0.49, 0.61, -0.28, -0.29]
}

---

Entry 20:
{
  "formula": "CN2O3S",
  "method": "the ωB97M-V functional and the def2-TZVPD basis",
  "homo_lumo_gap_ha": [0.31115, 0.29225],
  "de_lowest_kcal_mol": 42.1,
  "largest_force_ha_per_bohr": 0.0564,
  "spin_multiplicity": 1,
  "total_charge": 0,
  "e_tot_ha": -771.3190,
  "elements": ["C", "N", "N", "O", "O", "O", "S"],
  "coordinates": [[0.887, 0.555, 1.498], [1.074, 0.967, 2.571], [-1.384, -0.225, -1.063], [-1.608, 0.351, -2.074], [-1.816, -0.988, -0.299], [1.739, -0.959, -0.451], [1.108, 0.299, -0.182]],
  "nbo_charge": [-0.11, -0.20, 0.52, -0.26, -0.25, -0.78, 1.08]
}